No. 1
Computed, not measured: the ion C10H17N4 with charge +1, with the ωB97M-V functional and the def2-TZVPD basis.

SMILES ... C#CNc1ncn(CCCCCC)[nH+]1
LUMO level ... -3.30 eV
Total charge ... +1
Total energy ... -16597.0312 eV
HOMO-LUMO gap ... 9.832 eV

Each line ends with the Mulliken charge.
Positions of all 31 atoms, in Å:
C (-3.07, -1.89, -1.47)  -0.298
C (-3.02, -1.74, -0.27)  -0.064
N (-2.78, -1.32, 1.02)  -0.124
C (-1.54, -1.15, 1.48)  0.440
N (-1.14, -0.72, 2.69)  -0.605
C (0.23, -0.71, 2.64)  0.055
N (0.60, -1.11, 1.43)  0.093
C (1.92, -1.26, 0.78)  -0.784
C (2.59, 0.10, 0.42)  -0.767
C (1.56, 1.21, 0.03)  -0.584
C (1.20, 1.17, -1.49)  -0.800
C (-0.32, 1.16, -1.81)  -0.257
C (-1.19, 2.07, -0.91)  -1.038
N (-0.46, -1.41, 0.67)  -0.067
H (-3.04, -2.03, -2.54)  0.408
H (-3.54, -1.11, 1.65)  0.271
H (0.93, -0.41, 3.42)  0.417
H (2.58, -1.76, 1.51)  0.392
H (1.87, -1.95, -0.07)  0.411
H (3.25, -0.09, -0.45)  0.346
H (3.20, 0.40, 1.29)  0.388
H (2.10, 2.16, 0.20)  0.398
H (0.69, 1.23, 0.71)  0.440
H (1.62, 2.07, -1.97)  0.330
H (1.66, 0.31, -1.99)  0.377
H (-0.43, 1.55, -2.84)  0.388
H (-0.73, 0.13, -1.86)  0.064
H (-1.43, 1.53, 0.02)  0.153
H (-2.17, 2.27, -1.39)  0.353
H (-0.71, 3.02, -0.63)  0.326
H (-0.39, -1.74, -0.28)  0.338

***

No. 2
Computed, not measured: a structure of composition C52H41BaN2O7P2S2, with the ωB97M-V functional and the def2-TZVPD basis.

LUMO level ... 2.25 eV
Total charge ... -1
Total energy ... -112850.0092 eV
HOMO-LUMO gap ... 7.732 eV

Each line ends with the Mulliken charge.
Positions of all 107 atoms, in Å:
Ba (1.16, 1.70, -0.10)  1.889
O (0.70, -2.09, -1.39)  1.663
C (0.41, -3.04, -0.45)  -0.365
C (0.98, -4.32, -0.48)  -0.628
C (0.63, -5.23, 0.50)  -0.701
C (-0.28, -4.91, 1.49)  -1.262
C (-0.91, -3.68, 1.45)  0.023
C (-0.59, -2.71, 0.48)  0.253
P (-1.69, -1.32, 0.14)  1.852
C (-3.20, -2.32, -0.04)  0.898
C (-4.36, -2.13, 0.70)  -0.838
C (-5.46, -2.95, 0.49)  -0.472
C (-5.41, -3.97, -0.44)  -0.750
C (-4.25, -4.18, -1.17)  -0.584
C (-3.16, -3.36, -0.97)  -0.587
C (-1.99, -0.50, 1.75)  0.632
C (-1.34, -0.81, 2.94)  -0.994
C (-1.61, -0.10, 4.10)  -0.745
C (-2.54, 0.93, 4.09)  -0.698
C (-3.17, 1.27, 2.91)  -0.601
C (-2.90, 0.57, 1.75)  -0.625
C (1.92, -2.11, -2.09)  0.686
C (3.08, -2.55, -1.48)  -0.091
C (4.27, -2.56, -2.19)  -0.908
C (4.29, -2.11, -3.50)  -1.022
C (3.14, -1.60, -4.05)  -0.732
C (1.91, -1.58, -3.37)  -0.044
P (0.68, -0.67, -4.35)  -0.381
C (0.12, -2.00, -5.45)  0.011
C (0.42, -3.35, -5.28)  -0.023
C (-0.03, -4.30, -6.19)  -0.828
C (-0.80, -3.92, -7.27)  -0.463
C (-1.11, -2.58, -7.45)  -0.645
C (-0.65, -1.63, -6.56)  -0.076
C (-0.90, -0.36, -3.50)  0.152
C (-1.96, -1.27, -3.55)  -0.049
C (-3.23, -0.95, -3.11)  -0.706
C (-3.47, 0.31, -2.57)  -0.306
C (-2.44, 1.22, -2.48)  -0.764
C (-1.17, 0.90, -2.97)  -0.622
H (1.68, -4.57, -1.25)  0.505
H (1.09, -6.21, 0.48)  0.400
H (-0.55, -5.62, 2.26)  0.404
H (-1.70, -3.45, 2.16)  0.540
H (-4.41, -1.35, 1.45)  0.312
H (-6.36, -2.78, 1.08)  0.423
H (-6.27, -4.61, -0.59)  0.357
H (-4.19, -4.98, -1.89)  0.444
H (-2.26, -3.53, -1.55)  0.205
H (-0.59, -1.59, 2.96)  0.296
H (-1.08, -0.35, 5.00)  0.466
H (-2.73, 1.50, 4.99)  0.355
H (-3.85, 2.11, 2.86)  0.360
H (-3.37, 0.87, 0.82)  0.359
H (3.07, -2.84, -0.44)  0.425
H (5.17, -2.88, -1.70)  0.361
H (5.21, -2.08, -4.06)  0.367
H (3.19, -1.14, -5.04)  0.381
H (1.02, -3.66, -4.44)  0.459
H (0.23, -5.34, -6.04)  0.402
H (-1.15, -4.66, -7.98)  0.375
H (-1.71, -2.27, -8.30)  0.385
H (-0.89, -0.59, -6.72)  0.402
H (-1.79, -2.26, -3.97)  0.375
H (-4.02, -1.68, -3.18)  0.344
H (-4.46, 0.57, -2.21)  0.393
H (-2.59, 2.20, -2.04)  0.477
H (-0.44, 1.70, -2.88)  0.932
C (3.15, 8.58, 2.47)  -1.501
C (2.22, 7.42, 2.23)  1.067
C (0.88, 7.50, 2.55)  -0.720
C (0.03, 6.41, 2.35)  -0.310
C (0.52, 5.23, 1.84)  0.235
C (1.87, 5.14, 1.50)  -0.722
C (2.71, 6.22, 1.69)  -1.094
S (-0.54, 3.81, 1.58)  1.239
O (-1.81, 4.13, 2.19)  -0.722
O (-0.51, 3.62, 0.11)  -0.994
N (0.27, 2.60, 2.12)  0.800
C (0.65, 2.34, 3.42)  -0.615
C (0.34, 3.10, 4.53)  -0.674
C (0.76, 2.69, 5.82)  -0.968
C (1.49, 1.55, 6.00)  -1.055
C (1.84, 0.76, 4.87)  0.958
C (2.60, -0.43, 5.00)  -0.937
C (2.92, -1.14, 3.88)  -0.940
C (2.48, -0.66, 2.63)  -0.187
N (1.76, 0.42, 2.48)  0.906
C (1.44, 1.15, 3.59)  0.160
H (2.62, 9.53, 2.42)  0.381
H (3.95, 8.60, 1.73)  0.368
H (3.61, 8.51, 3.46)  0.277
H (0.49, 8.42, 2.95)  0.339
H (-1.02, 6.49, 2.61)  0.519
H (2.30, 4.24, 1.08)  0.326
H (3.75, 6.14, 1.41)  0.412
H (-0.26, 3.99, 4.43)  0.467
H (0.49, 3.31, 6.66)  0.391
H (1.82, 1.23, 6.98)  0.397
H (2.92, -0.76, 5.98)  0.399
H (3.51, -2.05, 3.92)  0.481
H (2.75, -1.18, 1.72)  0.305
O (4.53, 1.21, -2.57)  -0.656
S (3.37, 1.36, -1.71)  0.383
O (3.32, 2.71, -1.01)  -0.545
O (2.07, 1.24, -2.43)  -0.587
O (3.34, 0.34, -0.60)  -0.640

***

No. 3
Computed, not measured: a structure of composition C25H27N7O4RhS3, with the ωB97M-V functional and the def2-TZVPD basis.

LUMO level ... -2.85 eV
Total charge ... +1
Total energy ... -80492.2077 eV
HOMO-LUMO gap ... 7.581 eV

Each line ends with the Mulliken charge.
Positions of all 67 atoms, in Å:
Rh (1.09, -0.35, -0.52)  -0.295
O (1.11, 2.89, 2.46)  -0.676
S (0.77, 1.52, 2.21)  0.569
O (1.74, 0.54, 2.62)  -0.480
N (0.46, 1.28, 0.64)  0.782
C (-0.41, 2.17, -0.01)  0.124
C (-1.05, 3.27, 0.52)  -0.695
C (-1.88, 4.08, -0.27)  -0.931
C (-2.08, 3.82, -1.60)  -0.966
C (-1.46, 2.70, -2.17)  0.744
C (-1.58, 2.36, -3.54)  -0.702
C (-0.94, 1.27, -4.03)  -1.467
C (-0.17, 0.48, -3.16)  -0.243
N (-0.04, 0.76, -1.89)  0.889
C (-0.65, 1.87, -1.37)  -0.029
C (-0.73, 1.17, 3.08)  0.701
C (-1.77, 0.47, 2.50)  0.199
C (-2.92, 0.25, 3.25)  -0.919
C (-3.02, 0.72, 4.55)  -0.493
C (-1.96, 1.41, 5.13)  -0.670
C (-0.80, 1.64, 4.40)  -0.801
H (-0.87, 3.54, 1.55)  0.546
H (-2.35, 4.94, 0.19)  0.442
H (-2.72, 4.45, -2.21)  0.440
H (-2.18, 3.00, -4.18)  0.456
H (-1.01, 0.99, -5.08)  0.488
H (0.36, -0.39, -3.53)  0.858
H (-1.69, 0.09, 1.50)  0.036
H (-3.75, -0.29, 2.81)  0.463
H (-3.92, 0.56, 5.12)  0.411
H (-2.03, 1.77, 6.14)  0.430
H (0.03, 2.18, 4.82)  0.469
C (2.71, -2.19, 2.99)  -1.843
C (1.94, -1.88, 1.76)  1.036
N (2.44, -1.25, 0.75)  0.659
O (3.71, -0.73, 0.87)  -0.515
C (0.52, -2.17, 1.65)  0.339
C (-0.28, -2.86, 2.71)  -2.090
N (0.00, -1.70, 0.57)  0.954
O (-1.26, -1.76, 0.31)  -1.072
H (3.74, -2.46, 2.75)  0.399
H (2.25, -3.01, 3.54)  0.467
H (2.71, -1.31, 3.62)  0.392
H (3.79, -0.40, 1.79)  0.400
H (-0.18, -2.32, 3.65)  0.400
H (0.05, -3.89, 2.86)  0.484
H (-1.32, -2.86, 2.41)  0.365
S (1.54, -2.25, -2.00)  -0.285
C (0.01, -2.63, -2.66)  0.285
N (-1.16, -2.27, -2.19)  0.476
C (-2.25, -2.76, -3.04)  -0.585
C (-1.53, -3.68, -4.04)  -0.591
N (-0.13, -3.34, -3.80)  -0.220
H (-1.28, -1.98, -1.19)  0.047
H (-2.74, -1.92, -3.54)  0.312
H (-3.00, -3.29, -2.45)  0.317
H (-1.81, -3.47, -5.07)  0.319
H (-1.71, -4.73, -3.84)  0.326
H (0.64, -3.83, -4.22)  0.251
S (5.05, 1.18, -2.37)  -0.143
C (4.05, 2.51, -1.96)  -0.311
C (2.88, 2.07, -1.45)  -0.967
N (2.78, 0.70, -1.39)  0.887
C (3.85, 0.11, -1.85)  -0.368
H (4.38, 3.52, -2.12)  0.457
H (2.08, 2.68, -1.07)  0.375
H (3.98, -0.96, -1.88)  0.363

***

Question: What is the LUMO level in the first record?
Answer: -3.30 eV

***

Question: Which value of LUMO level does entry 1 give?
Answer: -3.30 eV